(1)
138
Properties=species:S:1:pos:R:3:forces:R:3:mulliken_charge:R:1 method="wB97M-V/def2-TZVPD" homo_lumo_gap_ev=9.46 total_charge=+1
Cl 2.671 -3.742 -1.765 -0.50 0.98 0.01 -0.145
S -6.703 -0.437 -0.667 -3.83 -0.63 -2.88 1.245
F -6.530 1.591 1.008 1.25 -2.03 -0.03 -0.234
F 4.646 0.920 3.953 -1.95 -0.49 -0.40 -0.254
F -5.077 0.513 2.986 0.01 -0.51 -1.80 -0.282
F -3.740 1.506 0.618 -0.51 -1.99 0.53 -0.296
F -7.083 -0.960 -2.163 0.70 0.44 1.57 -0.292
F -5.057 -1.523 2.225 -0.02 1.65 -1.67 -0.265
F -5.788 -1.766 -0.481 -0.21 1.63 0.09 -0.280
F -2.548 -0.690 3.157 -0.08 1.20 -1.09 -0.311
F -7.998 -1.295 -0.105 1.79 0.63 -0.79 -0.295
F -3.280 -0.595 0.061 -0.96 0.43 1.06 -0.322
F -7.762 0.807 -0.913 1.50 -1.29 0.26 -0.318
F -2.476 1.547 2.690 -0.18 -1.99 -0.01 -0.336
F 2.502 1.506 3.687 1.05 -1.45 0.35 -0.269
F 3.082 -0.397 4.755 -0.15 1.31 -1.44 -0.267
F -5.517 0.446 -1.343 -0.66 -1.07 1.24 -0.280
F -7.412 -0.198 1.866 1.82 0.32 -1.03 -0.283
O 3.421 -0.218 2.503 -1.01 0.77 0.33 -0.278
O 5.362 0.482 -2.221 -2.27 -0.56 -0.02 -0.648
O 0.387 -3.194 0.250 -0.08 1.09 -1.60 -0.130
O 3.376 1.745 -2.778 0.75 -2.00 0.30 -0.664
N 0.228 -1.033 -0.909 -0.25 0.50 -1.41 1.315
N 0.930 -0.358 -3.098 -0.16 -0.07 1.16 -0.368
C -0.427 6.620 -2.108 0.07 0.11 -0.10 -0.370
C 0.767 3.096 -1.549 0.00 -0.02 -0.01 0.347
C 3.042 -1.227 -0.402 0.13 -0.46 -0.07 0.564
C 8.682 -5.398 -5.363 -0.13 -0.11 0.00 -1.203
C 0.831 6.000 -2.717 0.04 -0.05 0.14 -0.696
C -6.377 0.223 1.052 -2.01 1.11 2.02 0.760
C -0.064 3.578 -2.733 0.01 -0.10 -0.05 -0.631
C 2.571 -2.827 1.684 0.32 -0.71 0.03 -1.153
C -1.453 7.052 -3.149 -0.11 -0.02 0.13 -1.225
C 4.482 -1.860 -0.297 2.09 0.17 0.16 -0.405
C 3.223 0.337 -0.592 -0.55 0.88 0.02 -0.738
C 7.753 -4.606 -6.275 0.15 0.03 -0.05 -0.323
C 2.089 -0.382 1.945 -1.29 0.25 0.16 -2.516
C -7.232 2.396 5.049 0.04 -0.14 0.01 0.109
C -0.712 -3.695 -0.504 -1.63 -1.66 -0.45 -0.340
C -6.784 4.862 7.860 -0.12 0.11 -0.05 -1.176
C -7.451 2.412 7.623 -0.12 -0.07 -0.01 -0.847
C -2.450 0.249 2.157 0.77 1.51 -0.37 0.635
C -8.489 1.576 4.784 -0.03 0.13 -0.13 -1.259
C 5.312 -1.971 -5.148 -0.08 -0.08 0.20 -0.928
C -3.686 0.211 1.121 1.57 0.69 -0.19 0.567
C 1.750 -3.227 2.964 0.13 -0.80 -0.01 -0.969
C -7.927 3.861 7.724 0.10 -0.03 0.10 -0.357
C 0.602 4.712 -3.512 -0.01 0.06 -0.10 -0.851
C -6.585 2.094 6.401 0.10 0.10 0.01 -0.651
C 2.039 -1.553 0.861 1.22 0.07 0.91 1.999
C -0.594 -1.360 1.395 -0.86 1.09 0.61 -0.600
C 2.461 -1.909 -1.748 0.36 0.62 0.06 0.919
C -5.053 -0.212 1.786 0.42 0.38 2.26 0.425
C 0.521 -1.786 0.348 -0.17 -0.80 3.38 -0.521
C -1.336 -4.979 0.211 -1.18 1.50 -0.34 -0.349
C -2.834 -5.083 -0.353 0.63 0.42 -0.42 -1.061
C 0.999 -1.451 -2.115 0.88 -1.33 -1.95 -0.686
C 6.339 -0.531 1.200 1.16 1.51 0.51 0.115
C 3.382 0.448 3.705 1.50 0.06 0.32 1.053
C 8.019 -3.100 -6.251 -0.15 0.02 -0.07 -0.793
C 5.531 -1.120 0.546 -1.94 -0.96 -1.14 -1.334
C 7.808 -2.424 -4.894 0.12 -0.02 0.06 -0.998
C -1.047 0.160 1.404 -0.60 -0.15 0.83 -0.558
C 6.412 -2.591 -4.294 0.02 0.12 0.02 0.285
B 4.015 0.838 -1.890 0.88 0.69 -0.90 1.033
H 3.087 -1.644 -2.652 -0.57 0.05 1.22 0.385
H 1.863 -2.488 3.802 -0.29 -0.62 -0.85 0.163
H -9.273 1.792 5.512 0.02 -0.05 -0.02 0.391
H -6.315 1.032 6.436 -0.01 0.02 -0.02 0.362
H 1.747 2.746 -1.878 -0.17 0.20 0.07 0.038
H -0.221 2.734 -3.415 -0.05 0.05 -0.01 0.290
H -1.191 0.638 0.402 0.05 -0.44 0.81 0.075
H -0.776 -1.082 -1.170 0.43 -0.15 0.36 0.601
H 9.050 -2.917 -6.570 -0.04 -0.01 0.02 0.414
H 2.195 -4.194 3.351 -0.42 1.08 -0.41 0.498
H -1.565 -1.929 1.259 1.41 0.24 -0.39 0.815
H -0.892 5.927 -1.399 0.03 0.00 0.01 0.216
H 3.770 0.823 0.276 -0.51 -1.00 -0.69 0.380
H -8.574 3.953 8.602 -0.02 -0.03 -0.07 0.379
H 0.402 -0.011 -0.831 0.06 -0.55 0.58 -0.489
H 7.383 -2.619 -7.001 0.04 0.01 0.01 0.292
H 1.570 4.362 -3.889 -0.03 -0.01 0.02 0.244
H 1.451 -0.596 2.847 0.28 -0.24 -1.22 1.139
H 7.051 0.184 1.665 -0.91 -1.26 -0.46 0.418
H 5.487 -0.900 -5.294 0.04 -0.01 -0.13 0.236
H -7.463 3.462 4.964 0.02 -0.01 0.04 0.302
H -7.181 5.874 7.962 0.09 -0.02 0.01 0.376
H 0.469 -2.323 -2.597 0.54 0.81 0.79 0.288
H -3.179 -6.140 -0.472 0.20 1.00 0.23 0.371
H 3.858 1.644 -3.621 -0.18 0.80 0.34 0.264
H -6.180 4.646 8.744 0.02 0.00 -0.05 0.294
H -0.132 7.499 -1.527 0.00 -0.09 0.02 0.402
H 2.230 0.892 -0.607 0.95 -0.70 0.01 -1.053
H 4.553 -2.934 0.008 -0.62 0.99 -0.20 0.690
H 2.694 -3.728 1.014 -0.49 1.09 0.64 0.475
H 6.193 -3.649 -4.124 0.01 0.03 -0.01 0.365
H -6.503 2.178 4.262 -0.01 0.09 0.04 -0.082
H -8.270 0.505 4.820 -0.04 0.01 0.05 0.253
H -0.738 -5.905 0.030 -0.45 0.90 0.32 0.428
H -0.321 -1.603 2.461 0.12 0.07 -1.44 0.110
H -5.642 2.645 6.470 -0.03 -0.02 0.02 0.348
H 1.487 -0.559 -3.929 -0.31 -0.02 0.31 0.400
H 4.340 -2.091 -4.656 -0.06 -0.02 -0.09 0.019
H 1.303 6.734 -3.379 -0.02 -0.03 0.03 0.456
H -0.002 4.931 -4.397 0.01 -0.01 0.05 0.430
H -8.543 4.124 6.860 0.00 -0.04 0.01 0.231
H -6.882 2.162 8.524 -0.02 0.02 -0.02 0.396
H 6.712 -4.815 -6.011 0.00 0.03 -0.02 0.226
H 0.672 -3.472 2.746 1.13 0.43 0.29 0.038
H 0.912 3.886 -0.810 -0.02 -0.09 0.05 0.573
H -0.445 -4.003 -1.564 0.19 0.45 1.18 0.344
H 8.021 -1.355 -5.004 -0.01 -0.03 0.02 0.377
H 5.309 0.048 -3.095 0.67 0.34 0.28 0.139
H 1.671 0.591 1.544 0.94 -0.92 0.28 0.062
H -1.022 7.779 -3.841 -0.02 -0.05 -0.01 0.302
H 1.241 0.537 -2.705 0.20 -0.31 -0.33 -0.167
H 1.553 5.811 -1.916 0.01 0.01 -0.04 0.261
H -2.845 -4.582 -1.369 -0.16 -0.81 0.87 0.275
H -1.824 6.203 -3.728 0.00 0.05 -0.03 0.289
H 8.544 -2.802 -4.179 -0.03 0.02 -0.03 0.377
H -1.440 -4.697 1.292 0.54 -0.70 -0.82 0.227
H 8.555 -5.119 -4.315 0.05 -0.01 -0.02 0.285
H -8.326 1.754 7.630 0.04 0.00 -0.01 0.314
H 8.473 -6.466 -5.447 0.07 0.04 0.05 0.376
H -1.056 3.881 -2.388 0.02 0.02 -0.04 0.439
H 3.622 -2.646 2.065 -1.21 0.34 -0.65 0.511
H -2.311 7.519 -2.662 0.02 -0.01 -0.09 0.382
H 4.902 -1.863 -1.352 -0.43 0.11 1.18 0.001
H -3.550 -4.478 0.279 0.78 -0.86 -0.53 0.246
H -8.887 1.805 3.793 -0.04 -0.06 0.05 0.355
H -6.131 4.850 6.985 0.02 0.01 0.04 0.274
H -0.378 0.846 1.996 -0.60 -0.85 -0.57 0.454
H 0.258 2.261 -1.047 -0.07 0.01 0.14 -0.760
H 7.886 -4.963 -7.301 -0.07 0.04 0.04 0.382
H 6.399 -2.113 -3.308 0.07 -0.08 0.03 -0.091
H 9.727 -5.238 -5.638 -0.03 0.02 0.05 0.302
H -1.590 -2.982 -0.625 1.10 -0.36 0.45 0.082
H 5.245 -2.445 -6.128 -0.05 0.10 0.01 0.495

***

(2)
21
Properties=species:S:1:pos:R:3:forces:R:3:nbo_charge:R:1 method="wB97M-V/def2-TZVPD" homo_lumo_gap_ev=9.22 total_charge=+1
S -0.945 -0.992 1.077 -0.81 -0.26 0.23 0.337
S 2.088 -1.337 0.219 0.73 0.67 1.06 0.644
O 0.767 -1.055 -2.086 -0.56 0.09 0.16 -0.578
N -1.576 -1.303 -2.138 -1.02 -0.71 0.52 -0.490
C 0.809 2.250 1.023 0.08 -2.70 -0.76 -0.670
C 1.257 0.832 0.722 -2.38 0.58 0.39 0.077
C -0.408 -1.167 -2.004 2.04 -0.11 -1.11 0.843
C -2.657 -1.334 -1.147 1.96 0.96 -1.32 -0.227
C -2.253 -0.395 -0.062 -1.58 2.30 0.22 -0.542
C 0.596 -0.345 0.695 0.63 0.52 -0.05 -0.344
C 2.615 0.458 0.423 1.71 -0.56 -0.14 -0.483
H 3.075 0.805 -0.469 -0.05 0.25 -1.29 0.266
H -0.209 2.274 1.320 -1.55 0.12 -1.15 0.255
H 2.612 -1.675 1.450 -0.58 -0.01 -0.46 0.156
H -3.151 -0.196 0.573 0.86 -0.27 -0.01 0.263
H -2.727 -2.241 -0.656 -0.40 -2.48 0.14 0.214
H -3.490 -1.107 -1.776 -1.14 0.42 0.60 0.247
H 1.112 2.377 2.013 1.99 1.19 1.48 0.260
H 3.379 0.713 1.164 -0.27 -0.63 0.44 0.269
H -2.066 0.576 -0.551 0.51 -0.17 0.62 0.245
H 1.171 2.862 0.210 -0.17 0.80 0.43 0.258

***

(3)
14
Properties=species:S:1:pos:R:3:forces:R:3:nbo_charge:R:1 method="wB97M-V/def2-TZVPD" homo_lumo_gap_ev=8.75 total_charge=0
Si -1.314 -1.623 2.416 -0.65 0.05 0.04 0.805
N -1.067 -0.357 3.541 0.42 -0.06 -0.05 -1.287
C 0.692 0.802 -1.440 0.16 -0.12 -0.08 -0.162
C 1.127 -0.251 -2.404 -0.01 -0.05 0.01 -0.648
C -0.567 1.048 -1.132 -0.09 0.15 0.13 -0.410
H 1.490 1.364 -0.971 -0.01 0.11 0.14 0.191
H -1.379 0.500 -1.579 -0.17 -0.18 -0.19 0.188
H 1.943 0.112 -3.027 0.03 -0.06 -0.09 0.214
H -0.844 1.803 -0.420 -0.01 0.22 0.21 0.196
H 1.484 -1.129 -1.862 0.09 -0.04 -0.05 0.220
H -1.818 0.085 4.041 -0.16 0.01 0.01 0.391
H -0.171 0.029 3.806 -0.08 -0.03 -0.05 0.394
H 0.300 -0.559 -3.041 -0.01 -0.06 -0.05 0.211
H 0.126 -1.824 2.072 0.49 0.05 0.01 -0.302